## i
A gas-phase ion, CH6NO (charge +1), computed with ωB97M-V/def2-TZVPD.

Properties
**Spin multiplicity**: 1
**Gap between HOMO and LUMO**: 13.27 eV
**HOMO**: -0.6317 Ha
**Charge**: +1
**SMILES**: [NH3+]CO
**E_LUMO**: -3.9 eV

```
9
CH6NO (ωB97M-V/def2-TZVPD)
H 1.140 -1.332 -0.705
C 0.260 0.693 0.190
H 1.104 0.662 0.755
O -0.861 0.893 0.789
N 0.223 -0.890 -0.577
H 0.190 1.447 -0.714
H -1.068 0.595 1.770
H -0.381 -0.742 -1.435
H -0.606 -1.326 -0.073
```

## ii
2 unconnected molecules or ions with the total composition CH6NO, computed with ωB97M-V/def2-TZVPD.

Properties
**Spin multiplicity**: 1
**Gap between HOMO and LUMO**: 10.80 eV
**HOMO**: -0.5427 Ha
**Charge**: +1
**E_LUMO**: -4.0 eV

```
9
CH6NO (ωB97M-V/def2-TZVPD)
H -0.652 -0.832 -0.190
H 1.223 1.383 -2.004
C 1.453 1.207 -0.942
N -1.100 -1.019 0.709
O 0.605 0.754 -0.201
H -1.118 -0.207 1.330
H 2.372 1.630 -0.485
H -2.105 -1.139 0.543
H -0.678 -1.778 1.240
```

On energetic grounds, ii is preferred over the next structure by 91.8 kJ/mol.

## i
2 unconnected molecules or ions with the total composition CH6NO, computed with ωB97M-V/def2-TZVPD.

Properties
**Spin multiplicity**: 1
**Gap between HOMO and LUMO**: 10.78 eV
**HOMO**: -0.5965 Ha
**Charge**: +1
**E_LUMO**: -5.5 eV

```
9
CH6NO (ωB97M-V/def2-TZVPD)
H -0.834 0.711 -1.457
H -0.845 -0.637 1.982
H 0.264 -1.490 -0.894
H 1.602 -0.586 -0.347
N 0.644 -0.573 -0.678
H -0.481 0.731 2.034
C 0.151 0.535 -1.058
O -0.728 0.086 1.365
H 0.823 1.361 -0.822
```

## ii
2 unconnected molecules or ions with the total composition CH6NO, computed with ωB97M-V/def2-TZVPD.

Properties
**Spin multiplicity**: 1
**Gap between HOMO and LUMO**: 10.41 eV
**HOMO**: -0.5655 Ha
**Charge**: +1
**E_LUMO**: -5.0 eV

```
9
CH6NO (ωB97M-V/def2-TZVPD)
H -2.353 -0.872 -0.997
O 0.418 -0.735 1.058
H 1.643 0.232 -0.269
H -1.969 -1.455 -0.876
H 0.732 1.204 -1.257
N 0.879 0.936 -0.215
H -0.288 -1.298 1.620
H 1.097 1.734 0.404
C -0.159 0.254 0.531
```

On energetic grounds, i is preferred over the next structure by 301.6 kJ/mol.

## i
2 unconnected molecules or ions with the total composition C5H13N3, computed with ωB97M-V/def2-TZVPD.

Properties
**Spin multiplicity**: 1
**Gap between HOMO and LUMO**: 8.03 eV
**HOMO**: -0.2561 Ha
**Charge**: 0
**E_LUMO**: 1.1 eV

```
21
C5H13N3 (ωB97M-V/def2-TZVPD)
H 1.471 -1.074 -0.429
H 0.934 -0.657 -4.235
H 0.416 2.180 1.341
H -0.419 -0.670 -2.076
H -0.640 1.408 3.403
C -0.917 0.501 3.084
H -1.349 2.138 1.134
H -1.086 -0.313 3.841
H -1.401 -1.866 2.825
C -0.413 1.606 1.068
N -0.833 -0.748 1.082
H 0.081 0.846 -3.706
C 0.644 -0.378 -2.214
N -0.739 0.340 1.764
N -0.966 -1.892 1.863
C 0.866 0.221 -3.546
H -1.456 -2.469 1.198
C 1.612 -0.731 -1.385
H -0.442 1.504 0.053
H 2.734 -0.735 -1.591
H 1.905 0.790 -3.470
```

## ii
C5H13N3 in the gas phase, computed with ωB97M-V/def2-TZVPD.

Properties
**Spin multiplicity**: 1
**Gap between HOMO and LUMO**: 7.21 eV
**HOMO**: -0.2335 Ha
**Charge**: 0
**E_LUMO**: 0.9 eV

```
21
C5H13N3 (ωB97M-V/def2-TZVPD)
H -2.137 1.264 0.670
H 0.789 -2.102 0.793
N 0.846 0.088 0.482
C -0.958 -0.864 -0.763
C 1.370 -1.408 0.198
H -2.883 -1.722 -1.106
H 0.069 0.894 2.138
H -2.921 0.046 -1.247
H 1.342 2.058 -0.047
N 0.942 0.424 1.877
H -2.165 -0.941 -2.512
H 1.668 0.831 -1.293
C -0.565 0.166 -0.048
C -2.302 -0.852 -1.428
N -1.155 1.400 0.464
H 2.734 0.963 0.135
H 0.981 -0.433 2.435
H 2.397 -1.356 0.556
C 1.708 1.047 -0.228
H 1.336 -1.653 -0.856
H -1.094 2.151 -0.219
```

## iii
2 unconnected molecules or ions with the total composition C5H13N3, computed with ωB97M-V/def2-TZVPD.

Properties
**Spin multiplicity**: 1
**Gap between HOMO and LUMO**: 9.97 eV
**HOMO**: -0.3336 Ha
**Charge**: 0
**SMILES**: C=CN=C.NCCN
**E_LUMO**: 0.9 eV

```
21
C5H13N3 (ωB97M-V/def2-TZVPD)
C 1.076 1.771 -2.077
H -1.417 0.439 1.022
N -2.367 -0.327 -0.640
N 2.051 2.135 0.193
C -1.266 -0.416 0.295
H 0.183 1.978 -2.684
H 0.216 2.862 -0.545
H 0.719 -2.376 1.013
C -1.267 -1.729 1.026
H 1.969 0.020 0.270
H -2.289 0.561 -1.153
H -1.502 -2.564 0.289
C 1.077 2.245 -0.820
H -2.236 -1.036 -1.384
H -2.028 -1.704 1.782
H 3.083 0.810 1.479
N 0.080 -1.900 1.704
H 1.909 1.236 -2.520
H -0.025 -2.603 2.400
H -0.346 -0.355 -0.314
C 2.380 0.954 0.664
```

On energetic grounds, iii is preferred over the next structure by 232.5 kJ/mol.

## i
C4H3NO in the gas phase, computed with ωB97M-V/def2-TZVPD.

Properties
**Spin multiplicity**: 1
**Gap between HOMO and LUMO**: 11.64 eV
**HOMO**: -0.4098 Ha
**Charge**: 0
**SMILES**: C#C[C@H](O)C#N
**E_LUMO**: 0.5 eV

```
9
C4H3NO (ωB97M-V/def2-TZVPD)
N -1.595 -1.590 1.635
O -1.216 1.065 -0.576
H 3.163 0.363 -0.167
H -0.824 -0.830 -1.088
H -0.903 1.757 0.023
C -1.096 -0.864 0.887
C 2.104 0.211 -0.200
C -0.549 -0.135 -0.288
C 0.916 0.021 -0.226
```

## ii
2 unconnected molecules or ions with the total composition C4H3NO, computed with ωB97M-V/def2-TZVPD.

Properties
**Spin multiplicity**: 1
**Gap between HOMO and LUMO**: 8.22 eV
**HOMO**: -0.3187 Ha
**Charge**: 0
**SMILES**: C=C=C=O.C#N
**E_LUMO**: -0.5 eV

```
9
C4H3NO (ωB97M-V/def2-TZVPD)
C 0.064 2.145 -0.326
N -0.658 -2.053 0.301
C 1.434 0.018 -0.136
H 2.063 -0.286 0.687
C 0.605 1.012 -0.277
H 1.605 -0.620 -0.885
O -0.665 3.046 -0.336
H -2.724 -1.507 0.499
C -1.724 -1.754 0.473
```

## iii
2 unconnected molecules or ions with the total composition C4H3NO, computed with ωB97M-V/def2-TZVPD.

Properties
**Spin multiplicity**: 1
**Gap between HOMO and LUMO (alpha / beta)**: 7.00 / 6.76 eV
**HOMO (alpha / beta)**: -0.3061 / -0.3051 Ha
**Charge**: 0
**E_LUMO (alpha / beta)**: -1.3 / -1.5 eV

```
9
C4H3NO (ωB97M-V/def2-TZVPD)
H 0.565 -2.082 0.193
N 1.877 1.324 -1.096
C 0.097 -0.329 -0.333
H -2.215 0.591 2.390
C -1.547 0.343 1.598
O 0.280 -1.664 -0.632
C -0.797 0.069 0.695
C 1.088 0.517 -0.635
H 0.652 1.230 -2.179
```

On energetic grounds, i is preferred over the next structure by 93.6 kJ/mol.

## i
C6H8O2 in the gas phase, computed with ωB97M-V/def2-TZVPD.

Properties
**Spin multiplicity**: 1
**Gap between HOMO and LUMO**: 10.20 eV
**HOMO**: -0.3370 Ha
**Charge**: 0
**E_LUMO**: 1.0 eV

```
16
C6H8O2 (ωB97M-V/def2-TZVPD)
H -1.530 2.622 0.927
O 1.871 -0.188 0.609
C 1.422 -0.250 -0.739
H -2.531 1.140 1.716
O -0.931 -0.442 -1.074
H -0.218 1.278 -1.626
H 2.157 -0.523 -1.371
H 0.381 0.690 1.432
C -0.459 0.774 0.557
C 1.029 -1.182 0.314
C -0.678 -0.796 0.233
H -1.471 -1.303 1.065
H -2.255 0.953 -0.158
C -1.860 1.418 0.847
C -0.041 0.429 -0.938
H 1.462 -2.171 0.087
```

## ii
C6H8O2 in the gas phase, computed with ωB97M-V/def2-TZVPD.

Properties
**Spin multiplicity**: 1
**Gap between HOMO and LUMO**: 9.88 eV
**HOMO**: -0.3325 Ha
**Charge**: 0
**SMILES**: O[C@H]1[C@H]2[C@H]3C[C@@H]1O[C@H]32
**E_LUMO**: 0.8 eV

```
16
C6H8O2 (ωB97M-V/def2-TZVPD)
H -0.903 0.348 2.272
H -1.122 1.992 -0.119
O 2.188 -0.157 0.120
H 1.169 -1.352 -1.090
H 0.472 0.997 -1.822
C 0.105 0.557 -0.865
H 0.403 -1.839 1.205
C 1.008 -0.477 -0.370
H 2.035 0.663 0.641
C -1.422 -0.730 0.167
C -0.017 -0.963 0.619
O -1.173 -0.222 -1.095
C -0.743 0.339 1.172
C -0.313 1.497 0.269
H 0.443 2.281 0.594
H -2.323 -1.395 0.159
```

On energetic grounds, ii is preferred over the next structure by 457.0 kJ/mol.